Record 1
Here is a structure of composition C12H15BrN2 from the Open Molecules 2025 dataset. Energies are from ωB97M-V/def2-TZVPD.

Structure (ORCA input):
```
! wB97M-V def2-TZVPD RIJCOSX def2/J DEFGRID3
* xyz 0 1
Br 1.88621 -1.75646 -0.96271
N 0.25910 -2.01594 -0.08648
N -0.44809 -0.41695 0.42243
C 1.05514 -0.33822 2.35469
C 0.33782 0.43519 1.23925
C -0.80883 -2.40161 -0.97607
C 1.43153 1.30163 0.55794
C 2.24375 0.54739 2.70929
C -2.52562 1.32052 -2.06800
C -1.47557 -1.15662 -1.50433
C -2.28120 -1.00910 -2.60715
C -1.70391 1.18449 -0.96292
C 2.72055 1.04151 1.34369
C -2.81304 0.24364 -2.88959
C -1.17916 -0.07057 -0.66475
H 3.30486 0.25776 0.86044
H 1.91780 1.38702 3.32592
H 3.34142 1.93307 1.41763
H -1.49518 2.02677 -0.32195
H -0.46218 -3.06025 -1.77503
H 0.39745 -0.53784 3.19903
H 3.01757 0.00456 3.24926
H 1.40256 -1.29144 1.95716
H 1.15347 2.35510 0.61466
H -2.94375 2.29085 -2.29219
H -2.49519 -1.85495 -3.24389
H -3.44593 0.37579 -3.75350
H -1.52446 -2.94751 -0.34559
H 1.54039 1.04973 -0.49592
H -0.40748 1.10242 1.69865
*
```

Calculated values
HOMO ... -0.288 hartree
Energy above the lowest of the compared OMol25 structures with the same formula, charge and spin ... 0.0 kJ/mol
Gap between HOMO and LUMO ... 8.11 eV

Löwdin population analysis, charges in e, atoms 1 to 2: number 1, Br, carries 0.738; number 2, N, carries -0.402



Record 2
Here is an isolated molecule of C12H15BrN2O3S from the Open Molecules 2025 dataset. Energies are from ωB97M-V/def2-TZVPD.

Structure (ORCA input):
```
! wB97M-V def2-TZVPD RIJCOSX def2/J DEFGRID3
* xyz 0 1
Br 0.03123 3.57501 -0.31067
S 0.54562 0.27042 -1.11623
O -5.38263 -0.47750 0.77982
O 1.35508 1.32166 -1.65353
O 0.23325 -0.84249 -1.96466
N -4.38637 -1.68297 -0.83923
N 1.11764 -0.31725 0.33796
C -1.04232 0.92855 -0.56684
C -2.05540 -0.01075 -0.49509
C -1.30283 2.24514 -0.23132
C 3.04907 -1.74034 -0.22005
C 1.62147 -1.67711 0.31882
C -3.57866 1.67555 0.26362
C 3.40131 0.59272 0.59644
C 3.95564 -0.82983 0.60512
C 1.95697 0.59316 1.09426
C -3.33445 0.35009 -0.09354
C -4.46502 -0.62841 0.00330
C -2.57516 2.61948 0.19144
H 1.91206 0.28234 2.14374
H 1.52920 1.59098 1.00981
H 4.96820 -0.83936 0.19859
H -3.67603 -1.75910 -1.54464
H -4.56894 1.94716 0.59627
H 3.03868 -1.40644 -1.25995
H 4.00084 -1.19875 1.63359
H -2.76290 3.64788 0.45870
H -5.13778 -2.35284 -0.83334
H 4.00244 1.24495 1.23147
H 1.57733 -2.05944 1.34394
H 0.94749 -2.25759 -0.31062
H -1.79624 -1.02416 -0.75772
H 3.41473 0.99009 -0.41951
H 3.40649 -2.77086 -0.18996
*
```

Calculated values
HOMO ... -0.344 hartree
Energy above the lowest of the compared OMol25 structures with the same formula, charge and spin ... 112.3 kJ/mol
SMILES ... NC(=O)c1ccc(Br)c(S(=O)(=O)N2CCCCC2)c1
Gap between HOMO and LUMO ... 9.63 eV

Löwdin population analysis, charges in e, atoms 1 to 2: number 1, Br, carries 0.857; number 2, S, carries 0.654



Record 3
Here is a cluster of 8 separate species, C12H15Cl28N2 in total from the Open Molecules 2025 dataset. Energies are from ωB97M-V/def2-TZVPD.

Structure (ORCA input):
```
! wB97M-V def2-TZVPD RIJCOSX def2/J DEFGRID3
* xyz 1 1
Cl -1.82597 -1.37092 3.64975
Cl 3.18938 -1.77866 5.57861
Cl -6.70805 -5.10986 -4.38054
Cl -4.97936 4.36523 -8.42633
Cl 5.75930 -2.79394 6.43646
Cl -3.00233 4.85292 -6.36970
Cl -0.82122 -1.49282 6.35993
Cl 3.33302 -3.74147 7.69835
Cl 0.35749 -3.14257 4.29740
Cl -3.71991 2.13729 -7.06811
Cl 9.17180 -1.11987 6.13682
Cl -3.86183 -0.41884 -5.98863
Cl 7.47655 -0.93629 3.79990
Cl 8.87982 6.36746 2.69171
Cl -5.56996 -6.78182 -6.45012
Cl 0.77120 -0.25985 4.27950
Cl 3.94233 -4.50600 4.97456
Cl 10.07246 3.87324 1.83699
Cl -5.21100 -3.91301 -6.54995
Cl 11.75348 6.03993 2.75874
Cl 10.08998 4.60067 4.63759
Cl -5.54837 -1.44189 -3.86895
Cl -7.81662 -5.06373 -7.05322
Cl -2.19464 3.75601 -8.92301
Cl -2.72129 -1.05329 -3.40610
Cl -4.46916 1.23688 -3.69210
Cl 9.39299 1.15688 4.36412
Cl 10.30810 -1.44640 3.49570
N -4.67391 -0.51681 -0.63087
N 0.16457 -0.74752 0.65389
C -0.04197 0.04242 -0.57319
C -4.15011 -0.41773 -4.24435
C 4.05823 -3.20524 6.17355
C 9.08809 -0.58568 4.44856
C -1.68935 1.65424 0.64321
C -3.46423 -0.06865 0.14424
C -3.47412 3.77976 -7.69951
C 10.19943 5.22079 2.98063
C -3.06691 1.40629 -0.09936
C -0.48383 1.52362 -0.32718
C -0.37078 -1.57073 4.65191
C -6.32681 -5.21885 -6.11071
H -1.70462 2.65659 1.09906
H -3.67081 -0.18829 1.22447
H -1.63854 0.91299 1.46795
H 0.37089 2.08791 0.09324
H -4.41261 -0.76618 -1.59196
H -5.45950 0.13489 -0.60440
H -0.71568 -1.20063 0.86069
H -0.79248 1.97636 -1.28958
H -0.80453 -0.42586 -1.22547
H 0.45062 -0.16996 1.43438
H -2.92300 1.66473 -1.16369
H -2.61126 -0.72284 -0.11295
H -3.80988 2.11587 0.31853
H 0.90844 -0.00110 -1.14323
H -5.00357 -1.38563 -0.19726
*
```

Calculated values
HOMO ... -0.440 hartree
Gap between HOMO and LUMO ... 8.70 eV

Löwdin population analysis, charges in e, atoms 1 to 2: number 1, Cl, carries 0.503; number 2, Cl, carries 0.474



Record 4
Here is a structure of composition C12H15Cl2N3S from the Open Molecules 2025 dataset. Energies are from ωB97M-V/def2-TZVPD.

Structure (ORCA input):
```
! wB97M-V def2-TZVPD RIJCOSX def2/J DEFGRID3
* xyz 0 1
Cl -0.43470 3.59400 3.70507
Cl -0.05159 4.32122 0.84840
S -2.23064 1.00274 -2.70623
N 1.70728 -0.46092 -0.15405
N -2.65615 -0.68839 -0.90291
N -0.45114 -0.67801 -1.69545
C -2.46426 -0.94232 0.62238
C 0.96715 0.14602 2.07054
C -1.64132 -0.30912 -1.75716
C 1.22536 0.50684 0.77000
C 1.71560 -0.06506 -1.39611
C 0.97615 -1.89850 0.03271
C 0.64666 0.10332 -2.53375
C 0.41045 2.41084 2.70417
C 0.85910 1.67732 0.41561
C -0.13875 -2.02420 -0.92220
C 0.67150 0.97657 3.18179
C 0.38994 2.85149 1.13704
H 0.90508 -0.67831 -3.28810
H 0.93712 -2.06187 0.88949
H 1.01415 2.13758 -0.71661
H -3.03303 -0.30693 1.24245
H 2.35272 0.90888 -1.58681
H -3.62037 -0.21321 -0.98866
H 1.35349 -0.96066 2.42287
H -2.51645 -1.83969 0.80048
H -1.25417 -0.71100 0.90085
H 2.58235 -0.99137 -1.92511
H 0.36908 0.84243 4.12025
H 1.90863 -2.49811 -0.28407
H 0.26697 1.05228 -2.54341
H 0.17403 -2.63105 -1.82557
H -0.94023 -2.57282 -0.63791
*
```

Calculated values
HOMO ... -0.272 hartree
Energy above the lowest of the compared OMol25 structures with the same formula, charge and spin ... 217.0 kJ/mol
Gap between HOMO and LUMO ... 7.64 eV

Löwdin population analysis, charges in e, atoms 1 to 2: number 1, Cl, carries 0.569; number 2, Cl, carries 0.826



Record 5
Here is a structure of composition C12H15ClN2O6S4SbTi from the Open Molecules 2025 dataset. Energies are from ωB97M-V/def2-TZVPD.

Structure (ORCA input):
```
! wB97M-V def2-TZVPD RIJCOSX def2/J DEFGRID3
* xyz -1 1
Sb -3.67816 -1.50507 -2.40113
Ti -1.16294 -0.35614 -0.72656
Cl -0.71307 -1.43876 3.52535
S -2.84087 0.68487 -2.05917
S -2.45484 -2.48081 -0.68015
S -2.85646 -2.31924 -4.47766
S -5.91245 -1.68927 -2.40022
O 0.36380 -1.55433 0.08229
O -0.29572 -0.94683 -2.49163
O 0.77199 -2.47371 -3.72701
O 0.25321 3.23558 -1.44243
O -0.10196 1.19436 -0.60654
O 2.05731 0.27953 -1.81636
N 1.75591 -2.62623 1.48472
N 1.85291 -0.31783 1.23184
C -2.04287 0.16209 1.21245
C -0.85074 2.23884 1.94400
C -1.13552 0.87443 2.13096
C -0.46763 0.26917 3.20033
C 1.44823 1.40629 -2.40804
C 1.28573 -1.48543 0.91217
C 0.03153 2.92855 2.74996
C 0.67730 2.28355 3.80179
C 2.10854 -0.86734 -2.63658
C 0.46144 2.04706 -1.43985
C 0.41932 0.94399 4.02757
C 0.75332 -1.49137 -2.99919
H 2.65630 -0.25563 1.82722
H 0.22499 3.97589 2.55142
H 0.87416 1.13601 -3.29805
H 1.56800 0.47893 0.68129
H -2.85986 0.80482 0.89576
H 1.37101 2.81828 4.44056
H 1.12883 -3.40811 1.38745
H 2.63460 -0.66122 -3.57313
H -1.32346 2.74305 1.11077
H -1.56188 -2.27466 -4.08983
H 2.23301 -2.55570 2.36616
H 2.68310 -1.61659 -2.09373
H 2.19537 2.15226 -2.68164
H -2.44867 -0.74243 1.64573
H 0.89719 0.40914 4.83914
*
```

Calculated values
HOMO ... -0.199 hartree
Energy above the lowest of the compared OMol25 structures with the same formula, charge and spin ... 18.5 kJ/mol
Gap between HOMO and LUMO ... 7.47 eV

Löwdin population analysis, charges in e, atoms 1 to 2: number 1, Sb, carries 0.003; number 2, Ti, carries 0.623



Record 6
Here is a cluster of 3 separate species, C12H15F9O6 in total from the Open Molecules 2025 dataset. Energies are from ωB97M-V/def2-TZVPD.

Structure (ORCA input):
```
! wB97M-V def2-TZVPD RIJCOSX def2/J DEFGRID3
* xyz 0 1
F -39.14908 28.27936 4.96863
F -28.68203 23.19155 5.52392
F -21.19317 31.92096 0.76883
F -19.49133 30.85899 -0.20940
F -29.10977 22.82799 3.43717
F -41.21922 28.01816 5.72863
F -39.52511 28.51174 7.05144
F -20.67446 29.92912 1.39380
F -29.86979 24.68841 4.45418
O -26.57806 24.59738 4.71979
O -27.46770 24.86849 2.64395
O -40.32904 25.78310 7.06073
O -18.03068 31.24526 1.99756
O -38.44544 25.93811 5.71845
O -19.79248 32.40980 2.88172
C -27.50885 24.49566 3.81979
C -19.88852 33.12964 5.14887
C -38.04959 24.61697 6.09873
C -19.19229 31.59159 1.95865
C -25.74718 26.99341 4.61750
C -20.15750 31.07180 0.94355
C -36.55296 24.43136 6.14220
C -39.86458 27.87154 5.94098
C -18.98810 32.99149 3.89467
C -28.80682 23.76501 4.30785
C -25.43073 25.47881 4.49316
C -39.63898 26.40884 6.26238
H -26.69062 27.11947 4.08633
H -20.77163 33.69866 4.85831
H -38.52110 23.96122 5.36677
H -25.01837 27.40342 3.91833
H -25.17608 25.28636 3.45094
H -24.56920 25.22026 5.10881
H -20.23391 32.11515 5.34790
H -36.17760 24.16654 5.15372
H -36.25945 23.66716 6.86188
H -36.06025 25.33536 6.50017
H -25.75815 27.45475 5.60499
H -18.71150 33.99406 3.56838
H -38.55066 24.23268 6.98718
H -19.46178 33.60581 6.03162
H -18.09901 32.48470 4.26989
*
```

Calculated values
HOMO ... -0.414 hartree
Energy above the lowest of the compared OMol25 structures with the same formula, charge and spin ... 160.5 kJ/mol
SMILES ... CCOC(=O)C(F)(F)F.CCOC(=O)C(F)(F)F.CCOC(=O)C(F)(F)F
Gap between HOMO and LUMO ... 11.81 eV

Löwdin population analysis, charges in e, atoms 1 to 2: number 1, F, carries 0.241; number 2, F, carries 0.143



Record 7
Here is a structure of composition C12H15FeN2O3 from the Open Molecules 2025 dataset. Energies are from ωB97M-V/def2-TZVPD.

Structure (ORCA input):
```
! wB97M-V def2-TZVPD RIJCOSX def2/J DEFGRID3
* xyz 1 5
Fe 1.94317 1.45469 1.11271
O 2.23074 1.33876 4.00426
O 4.18638 -0.41400 1.30666
O 4.11475 3.34336 1.44801
N -1.33491 -3.02976 -1.21247
N -1.88763 -1.76320 -0.86863
C -2.38793 -4.01894 -1.38012
C -0.76389 0.70884 1.25347
C 1.02191 2.67803 -0.34771
C 1.93773 1.37929 2.88406
C 1.04652 0.27409 -0.41861
C 0.34481 -0.04456 0.77007
C 0.42246 2.81450 0.94106
C 0.94288 1.50593 -1.09899
C -0.75032 2.07357 1.31171
C 3.23875 0.22754 1.11755
C 3.19337 2.68333 1.21318
C -2.37495 -1.10806 -2.06870
H -1.94525 -4.90135 -1.85003
H 1.10058 1.53440 -2.18562
H -0.70955 -3.30381 -0.45814
H -3.00759 -0.26643 -1.77514
H 1.50944 3.56430 -0.76804
H -1.60903 0.13506 1.65248
H -2.95815 -1.82990 -2.64615
H -1.54965 -0.73159 -2.69288
H 0.60710 -0.98798 1.27348
H 0.61952 3.74784 1.48121
H 1.57676 -0.55497 -0.90874
H -3.17173 -3.60403 -2.01672
H -2.82207 -4.31821 -0.41378
H -1.16781 -1.21309 -0.40494
H -1.59642 2.62634 1.74548
*
```

Calculated values
HOMO (alpha / beta) ... -0.329 / -0.423 hartree
Energy above the lowest of the compared OMol25 structures with the same formula, charge and spin ... 53.2 kJ/mol
Gap between HOMO and LUMO (alpha / beta) ... 6.00 / 4.37 eV

Löwdin population analysis, charges in e, atoms 1 to 2: number 1, Fe, carries 0.059; number 2, O, carries 0.169